A) DFT (the ωB97M-V functional and the def2-TZVPD basis) results for a 5-piece molecular cluster, C2H13NO4 overall.

Last columns: bonded neighbours and bond lengths (Å).
Cartesian coordinates (Å):
1 C -1.4129 2.2090 0.8202  N3 1.524, H4 1.077, H5 1.158, H6 1.144
2 C -3.6596 2.4817 -0.2141  N3 1.354, H7 1.151, H8 1.093
3 N -2.3536 2.1633 -0.3785  C1 1.524, C2 1.354
4 H -0.4108 2.4236 0.4901  C1 1.077
5 H -1.7359 3.1730 1.3742  C1 1.158
6 H -1.3237 1.1897 1.3318  C1 1.144
7 H -4.2406 2.1347 -1.1455  C2 1.151
8 H -4.1153 3.1763 0.4966  C2 1.093
9 H 4.4995 -1.5328 -1.8996  O11 0.966
10 H 5.7314 -1.3946 -1.0849  O11 0.974
11 O 5.3643 -1.9496 -1.7964  H9 0.966, H10 0.974
12 H 1.3516 0.0319 -0.6272  O14 1.032
13 H 2.1516 0.5688 -1.6490  O14 0.989
14 O 2.3575 0.0146 -0.8556  H12 1.032, H13 0.989
15 H 0.7214 -5.2568 3.7257  O17 0.962
16 H -0.7375 -5.5714 4.0273  O17 0.974
17 O -0.1382 -5.3259 3.3003  H15 0.962, H16 0.974
18 H -0.8682 1.2460 -1.6581  O20 1.002
19 H -0.8697 -0.2960 -2.2020  O20 0.995
20 O -0.3113 0.5144 -2.0554  H18 1.002, H19 0.995

- E_LUMO: 0.3 eV
- Structure (SMILES): C=NC.O.O.O.O
- Orbital gap: 10.503 eV
- E_HOMO: -10.2 eV
- Total charge: 0
- Spin multiplicity: 1

B) DFT (the ωB97M-V functional and the def2-TZVPD basis) results for a 4-piece molecular cluster, C2H13NO4 overall.

Last columns: bonded neighbours and bond lengths (Å).
Cartesian coordinates (Å):
1 C -0.4919 2.0829 -1.6994  N2 1.458, H5 1.105, H6 1.093, H7 1.100
2 N 0.2729 1.1760 -0.8519  C1 1.458, C3 1.450, H8 1.009
3 C 1.4382 0.6200 -1.5110  N2 1.450, O4 1.422, H9 1.094, H10 1.088
4 O 2.5741 1.4559 -1.6903  C3 1.422, H11 0.961
5 H -1.3713 1.5631 -2.1208  C1 1.105
6 H -0.8973 2.8988 -1.0964  C1 1.093
7 H 0.0825 2.4838 -2.5472  C1 1.100
8 H 0.4524 1.6023 0.0451  N2 1.009
9 H 1.1654 0.3586 -2.5380  C3 1.094
10 H 1.7833 -0.3124 -1.0701  C3 1.088
11 H 2.3445 2.3027 -2.0824  O4 0.961
12 H 2.2379 -2.7167 0.1152  O14 0.960
13 H 2.4457 -3.8262 -0.9814  O14 0.963
14 O 2.4565 -2.8795 -0.8050  H12 0.960, H13 0.963
15 H -3.9916 -0.1436 4.9350  O17 0.956
16 H -5.3075 -0.3940 4.0557  O17 0.959
17 O -4.7442 0.2469 4.4928  H15 0.956, H16 0.959
18 H 0.1240 -2.9083 1.9103  O20 0.963
19 H -0.3416 -1.4404 2.0341  O20 0.969
20 O -0.2321 -2.1699 1.4057  H18 0.963, H19 0.969

- E_LUMO: 0.4 eV
- Structure (SMILES): CNCO.O.O.O
- Orbital gap: 9.283 eV
- E_HOMO: -8.9 eV
- Total charge: 0
- Spin multiplicity: 1

In kcal/mol, relative to the most stable structure: A) 26.2; B) 0.0.

A) DFT (the ωB97M-V functional and the def2-TZVPD basis) results for a single C18H21N3O3S molecule.

Last columns: bonded neighbours and bond lengths (Å).
Cartesian coordinates (Å):
1 C -4.9111 -1.3272 -1.6521  H2 1.057, O3 1.487, H45 0.986, H46 1.253
2 H -5.7175 -1.2104 -2.3255  C1 1.057
3 O -4.4548 0.0425 -1.2952  C1 1.487, C4 1.314
4 C -3.2967 -0.0030 -0.6767  O3 1.314, C5 1.489, H43 0.968, H44 0.975
5 C -3.2814 -0.7729 0.5972  C4 1.489, C6 1.573, H41 1.299, H42 0.948
6 C -2.0119 -0.4453 1.4672  C5 1.573, O7 1.353, H39 1.027, H40 1.302
7 O -1.0707 -1.1845 0.8364  C6 1.353, C8 1.388
8 C 0.2958 -0.9545 0.9195  O7 1.388, C9 1.407, C13 1.529
9 C 0.7154 -0.2939 2.0888  C8 1.407, C10 1.493, H38 1.305
10 C 2.1667 -0.3649 2.4338  C9 1.493, N11 1.146, H37 0.977
11 N 2.9616 -0.6714 1.6675  C10 1.146, C12 1.495
12 C 2.4963 -1.3876 0.4404  N11 1.495, C13 1.330, C18 1.493
13 C 1.2759 -1.7802 0.0858  C8 1.529, C12 1.330, C14 1.259
14 C 0.8156 -2.2152 -1.0025  C13 1.259, H15 1.195, H16 1.200, H17 0.967
15 H 1.2467 -3.3008 -1.2536  C14 1.195
16 H -0.3542 -2.4558 -0.8838  C14 1.200
17 H 1.0905 -1.8721 -1.8635  C14 0.967
18 C 3.6503 -2.0156 -0.2687  C12 1.493, H19 1.043, H20 1.094, S21 2.037
19 H 3.4868 -2.6622 -1.0711  C18 1.043
20 H 4.5403 -2.1837 0.3444  C18 1.094
21 S 4.2775 -0.6010 -1.5929  C18 2.037, O22 1.591, C23 1.880
22 O 5.3220 0.1283 -0.6405  S21 1.591
23 C 2.9584 0.6541 -1.1244  S21 1.880, N24 1.303, N31 1.280
24 N 1.7452 0.6292 -1.5991  C23 1.303, C25 1.290
25 C 1.0958 1.7135 -1.3417  N24 1.290, C26 1.258, C30 1.621
26 C -0.1280 2.0000 -1.2788  C25 1.258, C27 1.277, H36 1.013
27 C -0.6686 2.7561 -0.4029  C26 1.277, C28 1.558, H35 1.164
28 C 0.1613 3.6360 0.5789  C27 1.558, C29 1.374, H34 0.939
29 C 1.3503 3.0294 0.9028  C28 1.374, C30 1.455, H33 1.117
30 C 1.9414 2.0547 -0.0017  C25 1.621, C29 1.455, N31 1.297
31 N 3.1157 1.5505 -0.2239  C23 1.280, C30 1.297, H32 0.930
32 H 3.9011 1.4924 0.2708  N31 0.930
33 H 2.0813 3.5161 1.5934  C29 1.117
34 H -0.3121 4.0978 1.2449  C28 0.939
35 H -1.7257 3.2345 -0.4981  C27 1.164
36 H -0.7875 1.7669 -2.0117  C26 1.013
37 H 2.5498 0.1708 3.1549  C10 0.977
38 H 0.0922 0.2035 3.1225  C9 1.305
39 H -2.0001 -0.6869 2.4655  C6 1.027
40 H -1.8355 0.8430 1.5228  C6 1.302
41 H -4.0129 -0.2336 1.5252  C5 1.299
42 H -3.6137 -1.5987 0.9218  C5 0.948
43 H -2.6822 -0.4829 -1.2510  C4 0.968
44 H -3.1877 0.9576 -0.5474  C4 0.975
45 H -5.2651 -1.9660 -0.9897  C1 0.986
46 H -4.0166 -1.8068 -2.3878  C1 1.253

- E_LUMO: 0.2 eV
- Orbital gap: 8.130 eV
- E_HOMO: -8.0 eV
- Total charge: 0
- Spin multiplicity: 1

B) DFT (the ωB97M-V functional and the def2-TZVPD basis) results for a single C18H21N3O3S molecule.

Last columns: bonded neighbours and bond lengths (Å).
Cartesian coordinates (Å):
1 C -4.8240 -3.4142 0.5518  H2 1.089, O3 1.408, H45 1.095, H46 1.094
2 H -5.8952 -3.3662 0.3619  C1 1.089
3 O -4.2561 -2.3771 -0.2120  C1 1.408, C4 1.360
4 C -2.9100 -2.1908 -0.1564  O3 1.360, C5 1.391, C9 1.397
5 C -2.0253 -2.9641 0.5886  C4 1.391, C6 1.382, H44 1.078
6 C -0.6738 -2.6739 0.5781  C5 1.382, C7 1.385, H43 1.078
7 C -0.1907 -1.6131 -0.1707  C6 1.385, C8 1.391, N12 1.404
8 C -1.0654 -0.8564 -0.9437  C7 1.391, C9 1.376, H11 1.080
9 C -2.4123 -1.1391 -0.9288  C4 1.397, C8 1.376, H10 1.079
10 H -3.1105 -0.5625 -1.5152  C9 1.079
11 H -0.6881 -0.0526 -1.5577  C8 1.080
12 N 1.1868 -1.3405 -0.1755  C7 1.404, C13 1.362, N16 1.340
13 C 1.8036 -0.1265 -0.1433  N12 1.362, C14 1.381, N25 1.393
14 C 3.1588 -0.3749 -0.2448  C13 1.381, C15 1.404, C22 1.476
15 C 3.2561 -1.7734 -0.3155  C14 1.404, N16 1.317, C17 1.476
16 N 2.0701 -2.3448 -0.2647  N12 1.340, C15 1.317
17 C 4.6130 -2.3472 -0.4078  C15 1.476, H18 1.088, H19 1.090, S20 1.876
18 H 4.8258 -3.0792 0.3689  C17 1.088
19 H 4.8216 -2.7767 -1.3872  C17 1.090
20 S 5.7869 -0.9045 -0.1607  C17 1.876, O21 1.460, C22 1.886
21 O 6.1913 -0.9393 1.2419  S20 1.460
22 C 4.4207 0.3909 -0.2698  C14 1.476, S20 1.886, H23 1.089, H24 1.091
23 H 4.5551 1.0564 0.5823  C22 1.089
24 H 4.5754 0.9399 -1.2002  C22 1.091
25 N 1.1324 1.0841 0.0151  C13 1.393, C26 1.370, H42 1.008
26 C 0.1869 1.2978 0.9828  N25 1.370, O27 1.210, C28 1.522
27 O -0.2062 0.4106 1.7050  C26 1.210
28 C -0.3732 2.7091 1.0929  C26 1.522, H29 1.094, C30 1.527, C35 1.538
29 H -0.2073 3.0070 2.1321  C28 1.094
30 C 0.1290 3.7656 0.1106  C28 1.527, H31 1.091, H32 1.092, C33 1.531
31 H 1.2118 3.7844 -0.0208  C30 1.091
32 H -0.1623 4.7446 0.4960  C30 1.092
33 C -0.6380 3.4818 -1.1841  C30 1.531, C34 1.540, H40 1.089, H41 1.091
34 C -1.9842 2.8832 -0.7354  C33 1.540, C35 1.536, H38 1.089, H39 1.089
35 C -1.8790 2.6643 0.7811  C28 1.538, C34 1.536, H36 1.090, H37 1.089
36 H -2.3813 3.4704 1.3164  C35 1.090
37 H -2.3178 1.7190 1.0958  C35 1.089
38 H -2.1716 1.9394 -1.2445  C34 1.089
39 H -2.8110 3.5526 -0.9692  C34 1.089
40 H -0.7720 4.3887 -1.7724  C33 1.089
41 H -0.0965 2.7668 -1.8049  C33 1.091
42 H 1.5692 1.8799 -0.4233  N25 1.008
43 H 0.0190 -3.2645 1.1552  C6 1.078
44 H -2.3762 -3.7888 1.1878  C5 1.078
45 H -4.4461 -4.3940 0.2431  C1 1.095
46 H -4.6393 -3.2723 1.6212  C1 1.094

- E_LUMO: 0.4 eV
- Orbital gap: 8.579 eV
- E_HOMO: -8.1 eV
- Total charge: 0
- Spin multiplicity: 1

In kcal/mol, relative to the most stable structure: A) 386.5; B) 0.0.

A) DFT (the ωB97M-V functional and the def2-TZVPD basis) results for a single C17H25F3N4O3 molecule.

Last columns: bonded neighbours and bond lengths (Å).
Cartesian coordinates (Å):
1 C -3.3052 2.3134 0.3352  C2 1.523, H28 1.091, H29 1.091, H30 1.091
2 C -4.2258 1.3596 -0.4143  C1 1.523, C3 1.525, H31 1.094, H32 1.094
3 C -3.5854 0.7662 -1.6651  C2 1.525, N4 1.454, H33 1.092, H34 1.091
4 N -2.4457 -0.0888 -1.3761  C3 1.454, C5 1.348, H35 1.012
5 C -1.1760 0.3428 -1.5097  N4 1.348, O6 1.225, C7 1.538
6 O -0.8851 1.5039 -1.7723  C5 1.225
7 C -0.0286 -0.6438 -1.2359  C5 1.538, C8 1.504, N14 1.485, H36 1.087
8 C -0.2593 -2.1189 -1.4159  C7 1.504, N9 1.326, C12 1.417
9 N -1.4500 -2.7018 -1.4164  C8 1.326, N10 1.337
10 N -1.2019 -4.0065 -1.5723  N9 1.337, C11 1.352, H37 1.003
11 C 0.1207 -4.2688 -1.6754  N10 1.352, C12 1.371, H38 1.077
12 C 0.7793 -3.0700 -1.5761  C8 1.417, C11 1.371, C13 1.494
13 C 2.2474 -2.8007 -1.6307  C12 1.494, H39 1.090, H40 1.091, H41 1.089
14 N 0.5604 -0.4143 0.1083  C7 1.485, C15 1.464, C23 1.460
15 C -0.4015 -0.7394 1.1630  N14 1.464, C16 1.516, H42 1.103, H43 1.089
16 C 0.2494 -0.7556 2.5322  C15 1.516, C17 1.522, H44 1.091, H45 1.093
17 C 0.8393 0.6206 2.8069  C16 1.522, C18 1.509, C22 1.522, H46 1.096
18 C 1.5143 0.6844 4.1549  C17 1.509, F19 1.347, F20 1.346, F21 1.347
19 F 2.5426 -0.1797 4.2567  C18 1.347
20 F 2.0079 1.9103 4.4124  C18 1.346
21 F 0.6583 0.3911 5.1529  C18 1.347
22 C 1.8059 0.9899 1.6908  C17 1.522, C23 1.539, H47 1.088, H48 1.094
23 C 1.1283 0.9157 0.3112  N14 1.460, C22 1.539, C24 1.522, H49 1.099
24 C 2.1991 1.2619 -0.7131  C23 1.522, O25 1.204, O26 1.341
25 O 2.5932 0.5758 -1.6200  C24 1.204
26 O 2.6525 2.5043 -0.4905  C24 1.341, C27 1.432
27 C 3.6218 2.9737 -1.4346  O26 1.432, H50 1.085, H51 1.089, H52 1.088
28 H -3.7961 2.7182 1.2212  C1 1.091
29 H -2.3952 1.8050 0.6577  C1 1.091
30 H -3.0001 3.1441 -0.3020  C1 1.091
31 H -4.5405 0.5449 0.2447  C2 1.094
32 H -5.1359 1.8849 -0.7175  C2 1.094
33 H -4.3195 0.1706 -2.2110  C3 1.092
34 H -3.2408 1.5658 -2.3220  C3 1.091
35 H -2.5792 -1.0865 -1.2719  N4 1.012
36 H 0.7395 -0.3656 -1.9527  C7 1.087
37 H -1.9685 -4.6528 -1.6125  N10 1.003
38 H 0.4882 -5.2727 -1.8090  C11 1.077
39 H 2.8155 -3.7298 -1.5943  C13 1.090
40 H 2.5194 -2.2712 -2.5452  C13 1.091
41 H 2.5505 -2.1664 -0.7986  C13 1.089
42 H -1.2429 -0.0265 1.1733  C15 1.103
43 H -0.8255 -1.7180 0.9432  C15 1.089
44 H -0.4904 -1.0216 3.2883  C16 1.091
45 H 1.0432 -1.5060 2.5517  C16 1.093
46 H 0.0311 1.3592 2.8501  C17 1.096
47 H 2.1933 1.9964 1.8345  C22 1.088
48 H 2.6504 0.2948 1.7049  C22 1.094
49 H 0.3723 1.7106 0.2409  C23 1.099
50 H 3.8716 3.9822 -1.1210  C27 1.085
51 H 4.5054 2.3381 -1.4218  C27 1.089
52 H 3.1985 2.9769 -2.4372  C27 1.088

- E_LUMO: 0.7 eV
- Structure (SMILES): CCCNC(=O)[C@H](c1n[nH]cc1C)N1CC[C@@H](C(F)(F)F)C[C@H]1C(=O)OC
- Orbital gap: 9.464 eV
- E_HOMO: -8.7 eV
- Total charge: 0
- Spin multiplicity: 1

B) DFT (the ωB97M-V functional and the def2-TZVPD basis) results for a single C17H25F3N4O3 molecule.

Last columns: bonded neighbours and bond lengths (Å).
Cartesian coordinates (Å):
1 C 0.2965 -3.2157 -3.0633  C2 1.523, H28 1.091, H29 1.090, H30 1.092
2 C 1.3221 -2.2241 -3.5963  C1 1.523, C3 1.525, H31 1.095, H32 1.093
3 C 0.7997 -0.7914 -3.6051  C2 1.525, N4 1.453, H33 1.092, H34 1.090
4 N 0.5165 -0.2891 -2.2708  C3 1.453, C5 1.353, H35 1.004
5 C -0.7381 -0.0050 -1.8504  N4 1.353, O6 1.217, C7 1.538
6 O -1.7406 -0.2418 -2.4991  C5 1.217
7 C -0.8536 0.6713 -0.4736  C5 1.538, C8 1.502, N14 1.460, H36 1.092
8 C -0.9058 2.1643 -0.6312  C7 1.502, N9 1.323, C12 1.415
9 N -0.3615 2.7773 -1.6696  C8 1.323, N10 1.337
10 N -0.5799 4.0771 -1.4452  N9 1.337, C11 1.353, H37 1.003
11 C -1.2392 4.3043 -0.2855  N10 1.353, C12 1.372, H38 1.078
12 C -1.4726 3.0794 0.2874  C8 1.415, C11 1.372, C13 1.494
13 C -2.1790 2.7531 1.5631  C12 1.494, H39 1.089, H40 1.092, H41 1.091
14 N 0.1099 0.3351 0.5702  C7 1.460, C15 1.449, C23 1.460
15 C 1.4398 0.9105 0.5467  N14 1.449, C16 1.524, H42 1.108, H43 1.089
16 C 1.9381 1.1337 1.9695  C15 1.524, C17 1.527, H44 1.091, H45 1.092
17 C 1.9324 -0.1966 2.7193  C16 1.527, C18 1.510, C22 1.527, H46 1.096
18 C 2.3658 -0.0195 4.1546  C17 1.510, F19 1.347, F20 1.347, F21 1.348
19 F 1.5352 0.7837 4.8461  C18 1.347
20 F 2.4146 -1.1940 4.8117  C18 1.347
21 F 3.5963 0.5258 4.2373  C18 1.348
22 C 0.5642 -0.8697 2.6395  C17 1.527, C23 1.524, H47 1.090, H48 1.091
23 C 0.1230 -0.9882 1.1861  N14 1.460, C22 1.524, C24 1.522, H49 1.106
24 C -1.2239 -1.6911 1.0948  C23 1.522, O25 1.202, O26 1.334
25 O -1.9589 -1.9033 2.0219  C24 1.202
26 O -1.4522 -2.1007 -0.1542  C24 1.334, C27 1.434
27 C -2.7408 -2.6728 -0.4133  O26 1.434, H50 1.085, H51 1.088, H52 1.089
28 H 0.6947 -4.2310 -3.0537  C1 1.091
29 H 0.0006 -2.9553 -2.0465  C1 1.090
30 H -0.6032 -3.2087 -3.6819  C1 1.092
31 H 2.2364 -2.2705 -2.9955  C2 1.095
32 H 1.6100 -2.4885 -4.6174  C2 1.093
33 H 1.5206 -0.1249 -4.0840  C3 1.092
34 H -0.1331 -0.7334 -4.1655  C3 1.090
35 H 1.2824 0.0614 -1.7239  N4 1.004
36 H -1.8392 0.3655 -0.1159  C7 1.092
37 H -0.2714 4.7498 -2.1230  N10 1.003
38 H -1.4932 5.3009 0.0361  C11 1.078
39 H -2.3043 3.6394 2.1839  C13 1.089
40 H -3.1707 2.3375 1.3720  C13 1.092
41 H -1.6181 2.0126 2.1351  C13 1.091
42 H 2.1660 0.2410 0.0441  C15 1.108
43 H 1.4201 1.8509 -0.0022  C15 1.089
44 H 2.9437 1.5570 1.9541  C16 1.091
45 H 1.2757 1.8453 2.4675  C16 1.092
46 H 2.6836 -0.8578 2.2723  C17 1.096
47 H 0.5954 -1.8592 3.0964  C22 1.090
48 H -0.1814 -0.2819 3.1772  C22 1.091
49 H 0.8312 -1.6430 0.6450  C23 1.106
50 H -2.7712 -2.8435 -1.4841  C27 1.085
51 H -2.8588 -3.6017 0.1416  C27 1.088
52 H -3.5237 -1.9745 -0.1224  C27 1.089

- E_LUMO: 0.7 eV
- Structure (SMILES): CCCNC(=O)[C@H](c1n[nH]cc1C)N1CC[C@@H](C(F)(F)F)C[C@H]1C(=O)OC
- Orbital gap: 9.303 eV
- E_HOMO: -8.6 eV
- Total charge: 0
- Spin multiplicity: 1

In kcal/mol, relative to the most stable structure: A) 0.0; B) 5.5.